(1)
Computed, not measured: 11 unconnected molecules or ions with the total composition C47H88F18N6O22S6 in a non-equilibrium geometry, with ωB97M-V with the def2-TZVPD basis set.

```
! wB97M-V def2-TZVPD RIJCOSX def2/J DEFGRID3
* xyz -1 2
H 17.954 17.483 -10.667
H 12.230 8.181 -12.345
C 20.299 14.931 -12.786
H 13.906 10.023 -16.956
H 17.510 12.348 -11.299
C 17.744 12.868 -12.228
C 20.067 11.186 -17.128
H 19.834 14.051 -10.959
H 18.028 11.646 -15.573
C 20.384 5.996 -19.862
O 22.096 4.513 -18.341
F 20.215 4.952 -20.703
O 24.031 13.306 -22.527
H 19.728 8.856 -18.918
H 18.200 8.622 -18.136
C 24.072 11.477 -13.433
H 24.905 9.588 -11.839
C 21.736 9.303 -22.868
H 26.075 8.800 -13.081
H 14.638 6.423 -11.625
H 26.111 9.553 -15.456
F 19.394 5.935 -18.942
S 15.584 12.577 -22.141
F 14.378 10.764 -12.349
C 15.975 6.693 -13.897
C 17.643 14.853 -9.906
H 15.731 10.791 -15.665
H 13.603 15.983 -8.902
H 22.584 10.244 -15.625
C 14.173 7.264 -12.139
H 22.237 11.588 -17.675
H 28.455 8.468 -28.115
H 16.672 8.766 -13.941
C 16.864 7.792 -13.492
C 21.959 14.068 -21.042
O 14.905 4.030 -14.256
O 15.748 10.486 -17.759
H 14.042 11.525 -17.891
H 17.167 12.571 -13.104
C 18.687 9.179 -18.936
F 14.323 10.329 -21.266
S 12.192 11.516 -13.780
H 25.486 10.782 -24.562
O 12.583 11.146 -15.180
N 20.744 8.921 -23.644
F 15.145 10.151 -23.219
O 13.928 7.257 -17.717
H 27.086 6.902 -27.055
C 16.293 11.076 -16.553
H 12.105 6.407 -11.971
C 23.003 9.238 -15.601
H 14.397 9.211 -14.072
H 16.257 5.810 -13.325
H 20.122 8.021 -25.393
C 12.034 8.285 -19.437
H 18.515 8.803 -23.703
H 12.821 3.946 -14.099
O 18.850 10.170 -13.737
H 21.263 11.247 -19.067
F 18.972 9.040 -10.886
H 19.965 14.108 -13.418
H 18.888 11.135 -19.896
H 17.368 11.080 -19.213
H 23.438 11.899 -14.214
H 14.383 8.041 -15.417
H 29.452 8.601 -26.710
H 12.536 6.248 -14.181
C 17.762 16.809 -11.502
H 22.463 7.771 -26.365
C 19.389 9.324 -23.312
F 21.143 9.332 -10.591
H 14.730 1.911 -13.641
O 20.571 8.454 -13.611
N 24.814 10.179 -13.862
H 17.715 14.818 -13.369
H 17.417 13.204 -17.886
H 23.146 8.974 -13.378
C 23.090 9.200 -23.330
S 22.788 12.608 -22.000
H 28.609 10.027 -27.383
H 17.868 9.910 -16.171
F 20.249 7.217 -20.541
O 22.174 6.937 -17.955
H 15.932 14.513 -8.582
C 18.371 10.688 -19.047
C 21.024 8.303 -24.871
C 18.462 12.899 -17.843
H 15.896 12.089 -16.491
F 20.836 13.767 -20.560
C 28.524 8.966 -27.148
H 19.246 9.270 -22.233
H 18.882 13.355 -16.946
N 18.133 15.307 -11.322
C 26.558 7.701 -26.556
H 15.671 13.806 -10.161
H 18.337 8.700 -19.850
S 20.164 9.821 -13.216
O 23.807 8.925 -16.722
H 27.551 10.773 -25.641
H 13.668 15.013 -10.293
O 11.229 12.656 -13.756
H 26.601 11.147 -14.649
O 11.616 10.434 -13.034
H 23.474 11.327 -12.534
H 18.143 15.580 -9.267
H 21.508 9.801 -21.937
H 16.724 16.871 -11.827
H 21.388 14.910 -12.738
H 20.228 10.166 -16.780
C 14.059 15.948 -9.891
H 23.414 8.085 -16.970
H 18.750 12.511 -12.449
H 20.057 15.805 -13.390
H 24.813 12.230 -13.165
C 17.809 10.973 -16.402
O 11.668 6.863 -17.150
H 19.222 10.353 -23.630
H 18.124 13.905 -9.668
H 14.255 9.912 -18.771
H 20.256 11.709 -16.190
C 14.342 10.478 -17.845
C 23.379 8.740 -24.585
C 13.804 11.871 -12.891
C 13.707 4.454 -13.720
C 25.711 9.829 -25.017
F 12.957 8.467 -20.389
O 21.815 12.291 -23.086
C 25.254 7.573 -25.920
O 23.151 11.540 -21.160
H 18.351 17.223 -12.321
S 12.635 6.862 -18.252
C 25.567 9.685 -12.699
C 15.395 2.775 -13.670
F 19.775 11.004 -10.805
N 18.628 11.409 -17.652
C 15.323 10.717 -22.049
C 13.558 5.872 -14.240
H 14.772 8.155 -11.953
O 21.219 10.799 -13.517
H 24.213 8.064 -14.454
H 17.161 7.734 -12.445
H 13.659 16.730 -10.537
F 21.684 14.952 -22.008
N 14.430 7.019 -13.614
H 12.906 8.403 -14.526
C 17.474 14.398 -12.393
C 21.221 11.669 -18.062
C 22.344 8.193 -25.378
H 15.687 3.005 -12.645
H 22.099 8.636 -15.509
O 16.426 12.918 -23.284
F 14.655 12.499 -13.700
H 16.361 2.427 -14.035
H 23.961 9.435 -22.736
O 15.517 15.955 -9.867
H 24.645 6.682 -25.893
O 12.657 5.603 -19.046
H 13.764 5.953 -15.308
O 16.205 13.031 -20.901
S 22.082 5.864 -18.966
C 19.684 15.036 -11.399
C 26.922 9.897 -25.693
C 12.623 7.344 -11.768
C 24.827 8.718 -25.206
H 19.018 13.170 -18.741
C 16.116 14.658 -9.647
H 13.760 4.341 -12.637
C 13.983 8.268 -14.429
H 12.331 7.496 -10.729
C 23.822 9.055 -14.229
H 16.411 14.612 -12.282
F 11.848 9.431 -18.782
F 13.553 12.583 -11.834
F 16.461 10.120 -21.554
H 26.321 10.434 -12.457
N 27.299 8.794 -26.376
H 17.800 7.590 -14.014
H 21.124 12.755 -18.065
H 25.367 11.061 -15.850
H 15.982 6.513 -14.972
O 14.186 13.104 -22.224
C 20.043 9.778 -11.247
O 23.100 5.935 -19.970
C 25.804 10.504 -15.021
F 10.859 7.966 -19.937
H 20.103 15.739 -10.679
F 22.758 14.651 -20.167
*
```

Calculated values
strongest force on any atom = 6.82 eV Å⁻¹
HOMO-LUMO gap (alpha / beta) = 4.40 / 5.87 eV
LUMO level (alpha / beta) = 0.2 / 0.2 eV


(2)
Computed, not measured: a single C7H8 molecule, with ωB97M-V with the def2-TZVPD basis set.

```
! wB97M-V def2-TZVPD RIJCOSX def2/J DEFGRID3
* xyz 0 1
C -0.185 -1.463 -0.420
C -0.521 -0.047 -0.047
H -0.556 0.688 1.351
C 2.950 0.704 -0.054
C 0.362 1.041 -0.636
H -1.052 -2.113 -0.281
C -2.485 -0.026 1.711
C 1.789 0.869 -0.328
H 0.227 1.016 -1.727
H -3.518 -0.093 1.360
H 0.020 2.027 -0.302
C -1.529 0.244 0.858
H 3.982 0.568 0.185
H 0.152 -1.508 -1.462
H 0.638 -1.846 0.197
*
```

Calculated values
strongest force on any atom = 0.51 eV Å⁻¹
HOMO-LUMO gap (alpha / beta) = 7.90 / 7.90 eV
LUMO level (alpha / beta) = 0.1 / 0.1 eV


(3)
Computed, not measured: 12 unconnected molecules or ions with the total composition H24O12 in a non-equilibrium geometry, with ωB97M-V with the def2-TZVPD basis set.

```
! wB97M-V def2-TZVPD RIJCOSX def2/J DEFGRID3
* xyz 0 1
H 2.975 -0.044 0.130
H -0.498 -1.572 -2.563
H 1.693 2.207 1.281
H 2.332 -0.275 -1.223
H 3.081 2.771 0.995
H 1.375 -2.882 -2.046
O -1.707 0.378 2.530
O -1.168 2.458 0.062
O 1.307 -1.975 -2.298
H 0.947 1.824 -2.546
H 1.355 -1.893 -3.264
O 1.590 -2.341 0.869
O 2.138 2.900 0.823
O -1.961 -2.130 0.433
H 0.345 -0.172 -1.135
H 1.040 -2.996 0.373
H -4.018 -0.077 0.635
O 3.157 -0.092 -0.817
H -1.938 1.889 0.021
H 1.501 0.528 -3.246
O -1.478 -1.661 -2.554
O -3.423 0.621 0.506
O 0.811 0.857 -2.629
H -1.501 -1.312 0.342
H -1.688 -2.447 -2.146
H -0.290 0.665 0.020
H 1.007 2.132 3.381
O 0.101 -0.177 -0.182
H -2.819 0.465 1.254
H 0.975 0.715 2.938
O 0.719 1.543 2.662
H -2.748 -2.218 -0.128
H -2.130 0.028 3.368
H -1.231 2.814 0.953
H 1.143 -1.540 0.531
H -0.994 1.010 2.669
*
```

Calculated values
strongest force on any atom = 3.76 eV Å⁻¹
SMILES string = O.O.O.O.O.O.O.O.O.O.O.O
HOMO-LUMO gap = 10.35 eV
LUMO level = -0.1 eV


(4)
Computed, not measured: a single C24H27BrN2O6 molecule, with ωB97M-V with the def2-TZVPD basis set.

```
! wB97M-V def2-TZVPD RIJCOSX def2/J DEFGRID3
* xyz 0 1
H 2.597 -2.138 -0.569
H 2.656 1.715 -1.970
O -1.886 -2.669 -0.132
O 3.963 -0.164 -1.250
H -1.530 4.018 2.483
H -1.888 -4.731 -0.356
N 2.630 1.611 -0.966
C 2.533 1.144 1.707
H 3.750 0.715 3.415
H -3.453 -3.880 -0.434
H 1.971 -3.060 -2.646
C -0.501 0.817 -0.239
H -0.818 -3.132 4.414
H 1.753 -1.296 -2.518
H 4.592 -1.148 0.461
H -1.064 -1.373 4.204
C -0.440 -2.431 1.800
C -1.434 1.967 -2.586
H 0.297 3.208 -2.486
H 2.074 0.158 3.532
C 3.303 0.539 -0.507
O 0.190 -2.447 -1.772
C 4.087 -0.770 1.353
C 0.838 -2.220 2.306
H 1.663 3.376 -0.497
C 1.685 2.081 1.205
H 0.771 -2.235 -3.671
H 0.993 -2.148 3.371
C -0.788 4.626 1.961
C -1.688 0.372 -0.793
H 4.856 -0.397 2.035
H -2.241 -0.430 -0.333
N 3.267 0.330 0.873
C 1.927 -2.117 1.454
H -0.139 0.363 0.671
H 3.887 -2.830 1.884
H -2.466 -2.461 4.345
C -2.137 0.948 -1.967
C -0.256 2.408 -2.014
C 1.555 2.303 -0.281
C 0.220 1.840 -0.838
C -1.453 -2.366 3.957
O -1.563 -2.546 2.567
C 2.719 0.958 3.176
H -1.266 5.249 1.209
H -1.803 2.408 -3.500
O 0.127 3.798 1.264
C 1.240 -2.247 -2.688
C 0.814 2.917 2.027
O 0.664 2.868 3.229
H 3.228 -1.747 3.098
H -2.652 -4.123 1.141
H -0.264 5.243 2.695
C 3.305 -1.915 2.024
C -2.494 -3.927 0.077
C 1.743 -2.208 0.083
Br -3.757 0.333 -2.746
C 0.471 -2.390 -0.445
H 2.429 1.862 3.701
C -0.628 -2.523 0.416
*
```

Calculated values
strongest force on any atom = 0.78 eV Å⁻¹
SMILES string = COC(=O)C1=C(C)N(CCc2cc(OC)c(OC)c(OC)c2)C(=O)N[C@H]1c1ccc(Br)cc1
HOMO-LUMO gap = 8.95 eV
LUMO level = 0.6 eV


(5)
Computed, not measured: a single C21H30N4O4S molecule in a non-equilibrium geometry, with ωB97M-V with the def2-TZVPD basis set.

```
! wB97M-V def2-TZVPD RIJCOSX def2/J DEFGRID3
* xyz 0 1
H -2.990 5.091 -2.608
H -0.751 -3.916 0.462
H -1.909 1.872 -4.472
O 2.694 1.198 5.040
H 1.325 -2.192 -0.953
C 0.513 3.613 0.423
C 0.978 -3.164 -0.590
H 1.664 -4.703 0.765
C 0.613 1.247 3.762
C -0.347 3.265 -0.736
H 0.022 3.354 1.361
C -0.293 -3.488 -2.715
H 2.957 -3.868 -0.097
H -1.981 -4.236 -1.577
C -0.366 2.051 -1.455
H -0.244 -2.294 0.966
C -0.033 0.951 2.572
C 0.644 0.337 1.525
N -1.218 4.103 -1.263
H 3.683 0.093 3.002
H 1.447 3.059 0.358
H -1.964 0.720 0.146
C 2.639 0.328 2.867
H 2.522 -0.456 0.886
H -0.472 -4.141 -3.571
C -1.412 -0.218 0.303
S 0.623 0.637 -1.127
N -1.350 -2.410 -0.810
H -3.705 3.536 -3.105
H -1.077 1.209 2.472
C 0.768 -4.083 -1.794
H -2.655 0.808 -3.259
H -2.349 -2.801 -2.571
C -0.372 -2.948 0.107
H -1.720 -0.646 1.261
H 2.835 1.948 6.887
H 0.050 1.721 4.551
H -2.442 4.295 -4.100
H 0.051 -2.516 -3.074
H 1.242 1.240 6.524
H 0.708 4.682 0.424
C -2.791 4.131 -3.078
C -1.842 -1.164 -0.823
C 1.995 -3.735 0.391
H 1.707 -4.204 -2.335
N -1.787 3.471 -2.296
C -1.301 2.226 -2.465
C 2.066 1.839 6.123
O 1.976 1.042 -0.891
H 0.448 -5.071 -1.448
H -0.977 0.560 -3.701
H 1.693 2.830 5.843
O 0.404 -0.344 -2.152
C -1.737 1.321 -3.549
C 1.959 0.946 3.919
O -2.682 -0.791 -1.627
C -1.595 -3.279 -1.945
N 0.018 -0.008 0.316
C 1.991 0.017 1.694
H 2.129 -3.066 1.238
*
```

Calculated values
strongest force on any atom = 1.10 eV Å⁻¹
SMILES string = COc1ccc(N(CC(=O)N2CCC[C@H](C)C2)S(=O)(=O)c2c(C)nn(C)c2C)cc1
HOMO-LUMO gap = 8.97 eV
LUMO level = 0.7 eV


(6)
Computed, not measured: a molecular structure, C37H38N7O4RuS2 in a non-equilibrium geometry, with ωB97M-V with the def2-TZVPD basis set.

```
! wB97M-V def2-TZVPD RIJCOSX def2/J DEFGRID3
* xyz 0 2
H 0.228 6.497 1.791
H -4.219 -1.750 -2.087
C -0.628 4.249 -0.687
C -2.047 1.517 1.389
C -1.895 -5.195 2.632
C -2.944 0.356 1.705
C 1.001 -1.924 -2.831
H 1.295 4.300 2.049
H 1.722 2.370 3.396
H 4.125 -1.431 0.154
H -4.270 -0.347 -1.015
H -5.316 -2.587 2.490
H -0.946 -2.449 -4.233
C -3.692 -0.842 -1.790
N -0.077 -1.723 -1.892
C 0.389 0.285 -3.997
H -0.146 0.558 -3.094
H -1.010 1.292 1.649
N 6.277 1.970 2.820
C -4.654 -1.759 2.265
H -2.545 -2.775 -3.544
H -2.897 -3.333 -0.170
H 4.071 2.998 3.909
C 2.555 1.875 2.913
C -0.875 5.163 0.504
Ru 0.124 -1.075 0.194
C -1.998 -3.430 4.340
H -2.182 -1.182 -4.201
H -3.900 1.352 3.330
H 2.473 5.429 1.372
C 3.354 0.137 1.389
H -1.658 5.876 0.242
C 2.237 0.848 1.956
C -3.855 0.442 2.744
C -3.767 -1.883 1.197
N -1.908 -0.921 -0.107
H 2.052 -5.085 -2.086
C -1.523 -3.888 3.074
H 0.464 -4.405 -1.718
C -2.302 -1.128 -1.310
H -5.398 -0.545 3.861
H -2.358 2.400 1.948
N -2.413 -3.068 5.352
C -0.799 -3.069 2.244
H -0.361 4.847 -1.566
C -4.702 -0.616 3.035
C -1.285 -1.610 -2.292
H 2.114 4.556 -0.879
C 3.191 -0.979 0.516
S -0.309 -3.490 0.654
C 1.755 3.981 -0.019
H 3.921 -2.385 -5.326
C 1.527 -4.178 -1.790
C 1.539 4.902 1.171
H 3.436 -4.122 -3.638
H -3.642 -0.194 -2.668
H -4.654 -3.158 -0.288
C 1.239 -0.948 -3.813
C 2.302 -1.131 -4.692
H 0.704 6.582 0.096
C -2.895 -0.817 0.944
H -2.077 1.750 0.321
C 1.793 -3.076 -2.770
C 4.907 1.551 2.559
C 3.104 -2.254 -4.630
H -1.227 4.564 1.347
H -3.938 -4.016 1.070
H -1.512 3.662 -0.926
O 6.447 2.906 3.582
H 2.493 -0.372 -5.442
N 0.481 3.341 -0.380
O 2.147 -1.512 0.127
O 1.038 0.640 1.632
H 2.485 3.206 0.210
C 2.837 -3.220 -3.676
C -3.804 -3.165 0.403
O 7.178 1.374 2.258
C 3.839 2.217 3.198
S -0.249 -1.513 2.610
C -1.759 -2.024 -3.652
C 0.409 5.897 0.898
C 4.668 0.525 1.692
H 5.504 0.018 1.227
N 0.426 0.938 -0.917
N -2.192 -6.235 2.234
C 0.431 2.073 -0.681
H 1.016 1.127 -4.290
H -0.337 0.129 -4.801
H 1.866 -3.894 -0.795
*
```

Calculated values
strongest force on any atom = 2.12 eV Å⁻¹
HOMO-LUMO gap (alpha / beta) = 6.37 / 6.10 eV
LUMO level (alpha / beta) = -1.3 / -1.5 eV